# 1
Computed, not measured: a single C5H12N4 molecule at a distorted geometry, with ωB97M-V/def2-TZVPD.

The value obtained for the frontier orbital gap is 7.7 eV. The value obtained for the LUMO energy is 0.96 eV. As for the multiplicity: 1. The SMILES is CN1C(N)=C(N)[C@]1(C)N. The energy above the lowest of the compared OMol25 structures with the same formula, charge and spin comes out at 1.862 eV.

Last column: Mulliken charge in e.
Atoms and positions in Å:
C 0.452 2.210 0.177  -1.0715
N 0.333 0.932 -0.498  -0.3269
C 1.180 -0.116 -0.146  0.1312
N 2.563 -0.037 -0.049  -0.5010
C 0.294 -1.141 -0.062  -0.6451
N 0.384 -2.530 -0.316  -0.5848
C -0.907 -0.266 -0.276  1.5275
C -1.724 0.148 0.930  -1.6458
N -1.685 -0.497 -1.406  -0.4824
H 0.647 2.133 1.258  0.3213
H -0.474 2.767 0.032  0.3461
H 1.254 2.801 -0.277  0.3511
H 2.930 0.902 -0.012  0.2450
H 2.976 -0.648 0.641  0.2362
H 0.085 -3.100 0.467  0.2176
H 1.316 -2.806 -0.599  0.2485
H -1.074 0.380 1.770  0.3753
H -2.387 -0.671 1.215  0.4374
H -2.336 1.021 0.697  0.4060
H -2.665 -0.716 -1.319  0.1921
H -1.162 -0.765 -2.227  0.2221

=====

# 2
Computed, not measured: 2 unconnected molecules or ions with the total composition CHBrINO2 at a distorted geometry, with ωB97M-V/def2-TZVPD.

The value obtained for the frontier orbital gap (alpha / beta) is 5.5 / 5.6 eV. The value obtained for the LUMO energy (alpha / beta) is -4.09 / -4.10 eV. As for the multiplicity: 1. The energy above the lowest of the compared OMol25 structures with the same formula, charge and spin comes out at 2.733 eV.

Last column: Mulliken charge in e.
Atoms and positions in Å:
C 0.463 0.008 -0.496  -0.5263
N 0.381 -0.128 0.874  0.9564
O 0.611 0.832 1.563  -0.5224
O 0.247 -1.251 1.334  -0.4863
Br 0.372 1.843 -0.885  0.0841
I -2.578 -0.591 -1.034  -0.0497
H 0.505 -0.712 -1.356  0.5441

=====

# 3
Computed, not measured: a molecular structure, C3H3HgLiO2 at a distorted geometry, with ωB97M-V/def2-TZVPD.

The net charge is +2. The value obtained for the frontier orbital gap (alpha / beta) is 6.7 / 6.4 eV. The value obtained for the LUMO energy (alpha / beta) is -10.90 / -10.84 eV. As for the multiplicity: 1. The energy above the lowest of the compared OMol25 structures with the same formula, charge and spin comes out at 10.300 eV.

Last column: Mulliken charge in e.
Atoms and positions in Å:
H 1.781 1.867 1.053  0.4582
O -0.540 -1.021 0.058  -0.8818
C -0.901 0.152 -0.412  0.5137
C -0.536 0.772 -1.540  -0.5042
C 1.250 0.981 0.674  -0.0429
O 0.336 1.377 -0.119  -0.1873
Hg 0.951 -1.043 1.260  0.9670
Li -1.219 -2.507 -0.864  0.9195
H -0.321 0.228 -2.456  0.3839
H -1.879 0.630 -1.390  0.3739

=====

# 4
Computed, not measured: a molecular structure, C5H6O, with ωB97M-V/def2-TZVPD.

The value obtained for the frontier orbital gap is 9.2 eV. The value obtained for the LUMO energy is 0.80 eV. As for the multiplicity: 1. The energy above the lowest of the compared OMol25 structures with the same formula, charge and spin comes out at 4.214 eV.

Last column: Mulliken charge in e.
Atoms and positions in Å:
C -1.049 0.935 0.240  -1.0141
C -0.371 -0.392 0.488  0.8718
O -0.792 -1.349 1.080  -0.6088
C 0.480 -0.844 -1.249  -0.8279
C 1.353 -0.423 -0.271  0.1277
C 1.457 0.070 0.873  -0.5086
H -2.007 0.742 -0.251  0.3145
H -0.445 1.605 -0.373  0.3437
H -1.250 1.405 1.207  0.3175
H 0.307 -0.212 -2.117  0.2980
H 0.285 -1.907 -1.356  0.3085
H 2.032 0.367 1.729  0.3776